Record 1
The following is a quantum chemistry calculation of the molecule C5H10O, from the OMol25 dataset.

Structure (ORCA input):
```
! wB97M-V def2-TZVPD RIJCOSX def2/J DEFGRID3
* xyz 0 1
O -0.32 -0.98 1.48
C -0.97 -0.20 0.47
C -0.28 1.16 0.47
C 1.14 0.70 0.12
C 0.92 -0.36 -1.00
C -0.56 -0.81 -0.86
H -0.98 -1.10 2.15
H -2.06 -0.16 0.61
H -0.38 1.67 1.43
H -0.69 1.80 -0.32
H 1.57 0.22 1.00
H 1.81 1.51 -0.17
H 1.60 -1.20 -0.89
H 1.08 0.09 -1.98
H -0.69 -1.90 -0.83
H -1.18 -0.43 -1.67
*
```

The energy relative to the best compared isomer or geometry (same formula, charge and spin) is 7.0 kcal/mol. As for the SMILES: OC1CCCC1. The HOMO-LUMO gap comes out at 11.095 eV. The total energy is -7394.4638 eV. The largest force on an atom comes out at 0.7 eV/A.

***

Record 2
The following is a quantum chemistry calculation of the ion CH7N2Si with charge +1 at a distorted geometry, from the OMol25 dataset.

Structure (ORCA input):
```
! wB97M-V def2-TZVPD RIJCOSX def2/J DEFGRID3
* xyz 1 1
N 1.77 0.55 -0.23
C 1.22 -0.61 0.11
N -0.09 -0.71 0.22
Si -1.63 0.16 -0.01
H 2.72 0.55 -0.54
H 1.23 1.30 -0.70
H 2.03 -1.29 0.24
H -0.42 -1.77 0.52
H -2.64 -0.86 -0.20
H -1.38 0.98 1.30
H -1.87 1.14 -1.25
*
```

The energy relative to the best compared isomer or geometry (same formula, charge and spin) is 19.4 kcal/mol. As for the SMILES: [NH2+]=CN[SiH3]. The HOMO-LUMO gap comes out at 11.224 eV. The total energy is -12000.9348 eV. The largest force on an atom comes out at 5.6 eV/A.

***

Record 3
The following is a quantum chemistry calculation of a cluster of 2 separate species, C5H14 in total at a distorted geometry, from the OMol25 dataset.

Structure (ORCA input):
```
! wB97M-V def2-TZVPD RIJCOSX def2/J DEFGRID3
* xyz 0 1
C 1.79 -1.22 0.22
C 1.17 0.11 0.57
C 1.99 1.22 -0.10
H 2.82 -1.14 -0.01
H 1.41 -1.80 -0.62
H 1.72 -1.70 1.18
H 0.09 0.00 0.55
H 1.34 0.24 1.71
H 1.52 2.31 0.09
H 3.00 1.33 0.16
H 1.86 1.17 -1.11
C -2.59 0.50 -0.79
C -2.17 -0.65 0.09
H -1.83 1.04 -1.48
H -3.21 0.11 -1.57
H -3.14 1.20 -0.14
H -1.50 -0.27 0.92
H -1.45 -1.28 -0.48
H -2.82 -1.17 0.82
*
```

The energy relative to the best compared isomer or geometry (same formula, charge and spin) is 42.1 kcal/mol. As for the SMILES: CCC.CC. The HOMO-LUMO gap comes out at 11.688 eV. The total energy is -5410.2242 eV. The largest force on an atom comes out at 5.8 eV/A.

***

Record 4
The following is a quantum chemistry calculation of a structure of composition C24H20As5F30HgN4O8 at a distorted geometry, from the OMol25 dataset.

Structure (ORCA input):
```
! wB97M-V def2-TZVPD RIJCOSX def2/J DEFGRID3
* xyz -2 2
Hg -19.79 -5.96 -3.66
As -22.68 -6.93 -0.95
F -23.51 -8.10 -2.04
F -22.03 -8.24 -0.11
F -21.95 -5.72 0.09
F -23.37 -5.53 -1.96
F -24.17 -6.92 -0.07
F -21.29 -6.97 -2.13
As -23.28 -6.10 -5.64
F -23.65 -7.44 -4.50
F -24.62 -6.63 -6.72
F -22.89 -4.78 -6.81
F -21.83 -5.76 -4.70
F -22.20 -7.23 -6.61
F -24.37 -4.95 -4.78
As -18.34 -7.25 -7.13
F -18.52 -5.61 -7.96
F -19.97 -7.79 -7.60
F -18.01 -8.95 -6.40
F -16.69 -6.76 -6.65
F -19.07 -6.71 -5.59
F -17.61 -7.89 -8.61
As -16.29 -8.32 -3.12
F -16.55 -9.45 -4.42
F -17.26 -9.35 -1.97
F -16.13 -7.11 -1.82
F -15.06 -7.35 -4.06
F -17.65 -7.41 -3.74
F -15.00 -9.40 -2.45
As -20.44 -10.04 -4.06
F -20.96 -11.73 -3.99
F -18.74 -10.44 -4.72
F -20.12 -8.22 -3.97
F -22.13 -9.69 -3.56
F -19.88 -10.20 -2.40
F -20.83 -9.85 -5.81
C -13.11 -3.37 -4.60
C -13.62 -2.42 -3.76
C -14.94 -2.49 -3.34
C -15.79 -3.59 -3.74
C -15.23 -4.55 -4.64
C -13.93 -4.36 -5.07
N -17.24 -3.78 -3.41
O -17.69 -4.83 -3.87
O -17.77 -2.94 -2.64
H -12.09 -3.41 -4.93
H -13.06 -1.55 -3.46
H -15.39 -1.73 -2.72
H -15.61 -5.51 -4.98
H -13.50 -4.99 -5.84
C -18.57 -9.07 2.40
C -18.92 -9.44 1.21
C -19.02 -8.40 0.24
C -18.95 -7.04 0.58
C -18.78 -6.74 1.93
C -18.63 -7.74 2.83
N -18.99 -5.98 -0.46
O -19.16 -4.84 -0.10
O -18.79 -6.17 -1.63
H -18.22 -9.83 3.08
H -18.96 -10.47 0.89
H -19.27 -8.68 -0.78
H -18.72 -5.71 2.24
H -18.58 -7.50 3.88
C -24.88 -1.48 -1.90
C -24.28 -1.75 -0.70
C -22.93 -2.29 -0.66
C -22.34 -2.66 -1.87
C -23.09 -2.48 -3.04
C -24.38 -1.97 -3.12
N -20.93 -3.03 -1.89
O -20.63 -3.98 -2.60
O -20.18 -2.37 -1.27
H -25.81 -0.94 -1.90
H -24.61 -1.55 0.31
H -22.51 -2.62 0.28
H -22.71 -2.75 -4.01
H -25.02 -1.87 -3.98
C -19.25 -1.75 -10.16
C -18.20 -1.34 -9.32
C -18.32 -1.65 -7.93
C -19.35 -2.43 -7.44
C -20.38 -2.90 -8.30
C -20.29 -2.57 -9.71
N -19.40 -2.87 -6.07
O -18.84 -2.21 -5.28
O -20.07 -3.80 -5.72
H -19.11 -1.38 -11.16
H -17.46 -0.70 -9.77
H -17.58 -1.20 -7.29
H -21.16 -3.62 -8.08
H -21.04 -2.96 -10.39
*
```

Its expectation value of S² is 0.76. The HOMO-LUMO gap (alpha / beta) comes out at 8.572 / 2.866 eV. The total energy is -437444.2773 eV. The largest force on an atom comes out at 5.4 eV/A.

***

Record 5
The following is a quantum chemistry calculation of the molecule C4H4FNOS at a distorted geometry, from the OMol25 dataset.

Structure (ORCA input):
```
! wB97M-V def2-TZVPD RIJCOSX def2/J DEFGRID3
* xyz 0 1
O -1.06 1.84 0.06
N -0.22 0.76 -0.06
C 1.14 0.86 -0.05
C 1.61 -0.42 -0.04
F 2.91 -0.77 -0.04
C 0.52 -1.32 -0.01
C -0.62 -0.54 -0.01
S -2.30 -1.02 -0.12
H -1.48 1.93 -0.81
H 1.63 1.84 -0.03
H 0.58 -2.41 -0.03
H -2.70 -0.74 1.14
*
```

The energy relative to the best compared isomer or geometry (same formula, charge and spin) is 41.8 kcal/mol. As for the SMILES: On1cc(F)cc1S. The HOMO-LUMO gap comes out at 9.270 eV. The total energy is -21300.8015 eV. The largest force on an atom comes out at 1.2 eV/A.

***

Record 6
The following is a quantum chemistry calculation of a structure of composition C6H11N3 at a distorted geometry, from the OMol25 dataset.

Structure (ORCA input):
```
! wB97M-V def2-TZVPD RIJCOSX def2/J DEFGRID3
* xyz 0 1
C 0.67 -1.97 -2.19
C -0.59 -0.89 -0.84
C -0.99 0.99 0.72
C -0.33 2.43 0.28
C 0.04 -0.03 1.22
C 0.81 -0.15 2.44
H 0.84 -2.42 -3.14
H 1.56 -1.00 -2.31
H 1.08 -2.91 -1.24
H -2.13 0.62 -0.92
H -1.94 0.96 1.54
H 0.94 2.36 0.05
H -0.95 2.60 -0.97
H -0.53 3.44 1.17
H 1.08 -1.40 2.92
H 0.85 0.85 3.19
H 1.54 -1.27 0.23
N -0.71 -1.40 -2.06
N -1.46 0.10 -0.38
N 0.22 -0.92 0.31
*
```

The energy relative to the best compared isomer or geometry (same formula, charge and spin) is 228.1 kcal/mol. The HOMO-LUMO gap comes out at 8.149 eV. The total energy is -10860.9255 eV. The largest force on an atom comes out at 10.7 eV/A.

***

Record 7
The following is a quantum chemistry calculation of a structure of composition CH5N3O2 at a distorted geometry, from the OMol25 dataset.

Structure (ORCA input):
```
! wB97M-V def2-TZVPD RIJCOSX def2/J DEFGRID3
* xyz 0 1
N 0.42 0.17 -0.82
C -0.83 -0.35 -0.27
N 0.86 1.31 -0.34
N 0.57 -1.27 0.26
O -1.24 0.45 0.81
O -1.63 -0.99 -0.93
H -2.18 0.28 0.90
H 1.69 1.70 -0.77
H 0.40 1.74 0.46
H 1.09 -1.02 1.09
H 0.85 -2.01 -0.36
*
```

The energy relative to the best compared isomer or geometry (same formula, charge and spin) is 48.0 kcal/mol. The HOMO-LUMO gap comes out at 10.151 eV. The total energy is -9680.3908 eV. The largest force on an atom comes out at 1.2 eV/A.

***

Record 8
The following is a quantum chemistry calculation of a cluster of 4 separate species, CH10N2O4 in total at a distorted geometry, from the OMol25 dataset.

Structure (ORCA input):
```
! wB97M-V def2-TZVPD RIJCOSX def2/J DEFGRID3
* xyz 0 1
N 0.50 -1.06 -1.08
C 1.49 -0.56 -0.21
N 1.31 0.69 0.29
O 2.44 -1.27 0.07
H -0.22 -0.36 -1.17
H 0.82 -1.37 -1.97
H 2.15 1.18 0.54
H 0.42 1.14 0.16
O -1.43 1.90 0.50
H -2.33 2.22 0.39
H -1.23 1.98 1.45
O -2.21 -1.17 -2.94
H -2.12 -1.20 -1.99
H -2.48 -2.09 -3.09
O -0.74 0.94 3.05
H -0.83 1.36 3.90
H -0.03 0.31 3.18
*
```

The energy relative to the best compared isomer or geometry (same formula, charge and spin) is 19.8 kcal/mol. As for the SMILES: NC(N)=O.O.O.O. The HOMO-LUMO gap comes out at 10.058 eV. The total energy is -12370.2263 eV. The largest force on an atom comes out at 2.1 eV/A.

***

Record 9
The following is a quantum chemistry calculation of a structure of composition C10H15N2 at a distorted geometry, from the OMol25 dataset.

Structure (ORCA input):
```
! wB97M-V def2-TZVPD RIJCOSX def2/J DEFGRID3
* xyz 1 1
C 0.02 -1.06 -0.28
C 0.19 0.94 1.16
C 1.42 -1.28 -0.23
C 1.54 0.89 1.05
C -0.62 0.05 0.43
C 2.14 -0.19 0.38
C -3.07 -0.65 0.25
C -1.99 0.18 0.52
C 4.24 0.17 -1.06
C 3.61 -0.12 0.40
N -4.30 1.00 -0.77
N -4.44 -0.22 -0.16
H -0.60 -1.62 -0.88
H -0.16 1.75 1.78
H 1.89 -2.11 -0.74
H 2.15 1.61 1.56
H -2.96 -1.56 -0.43
H -3.22 -1.00 1.26
H 3.77 -0.60 -1.71
H 5.28 0.00 -0.96
H 4.03 1.11 -1.54
H 4.05 0.60 0.97
H 3.94 -1.12 0.75
H -2.84 1.31 0.28
H -5.00 1.73 -0.70
H -3.78 0.67 -1.60
H -5.30 -0.48 0.27
*
```

The energy relative to the best compared isomer or geometry (same formula, charge and spin) is 165.1 kcal/mol. The HOMO-LUMO gap comes out at 6.237 eV. The total energy is -13580.9129 eV. The largest force on an atom comes out at 5.9 eV/A.

***

Record 10
The following is a quantum chemistry calculation of the molecule C3H6S2 at a distorted geometry, from the OMol25 dataset.

Structure (ORCA input):
```
! wB97M-V def2-TZVPD RIJCOSX def2/J DEFGRID3
* xyz 0 3
C 1.88 -0.18 -0.85
C 1.12 -0.72 0.25
C -2.43 0.51 0.32
S 2.63 0.15 0.76
S -0.42 0.33 0.84
H 2.55 -0.79 -1.50
H 1.36 0.65 -1.36
H -2.11 1.33 -0.35
H -2.91 0.87 1.27
H -2.73 -0.47 -0.05
H 1.08 -1.66 0.67
*
```

Its expectation value of S² is 2.01. The energy relative to the best compared isomer or geometry (same formula, charge and spin) is 34.3 kcal/mol. The HOMO-LUMO gap (alpha / beta) comes out at 6.891 / 6.429 eV. The total energy is -24873.2831 eV. The largest force on an atom comes out at 2.8 eV/A.

***

Record 11
The following is a quantum chemistry calculation of a structure of composition C41H37NOP2Tm at a distorted geometry, from the OMol25 dataset.

Structure (ORCA input):
```
! wB97M-V def2-TZVPD RIJCOSX def2/J DEFGRID3
* xyz 2 4
C 0.63 -1.60 -2.82
C -0.41 -2.12 -2.03
C -1.72 -2.17 -2.52
C -1.97 -1.78 -3.83
C -0.92 -1.37 -4.65
C 0.38 -1.32 -4.15
P 0.08 -2.14 -0.27
C -1.19 -3.28 0.31
C -2.30 -2.65 0.92
C -3.33 -3.44 1.40
C -3.28 -4.83 1.23
C -2.21 -5.45 0.55
C -1.16 -4.66 0.06
Tm -1.16 -0.08 0.84
P 0.22 1.85 -0.21
C -1.29 1.78 -1.26
C -1.13 2.05 -2.63
C -2.20 1.90 -3.50
C -3.45 1.50 -3.01
C -3.62 1.20 -1.66
C -2.55 1.34 -0.75
C 0.00 3.19 0.97
C 0.85 3.22 2.10
C 0.53 4.07 3.15
C -0.60 4.89 3.07
C -1.47 4.79 1.99
C -1.18 3.94 0.94
C 1.70 2.06 -1.12
C 2.71 1.10 -0.93
C 3.93 1.33 -1.54
C 4.14 2.48 -2.31
C 3.13 3.42 -2.46
C 1.90 3.23 -1.85
C 1.61 -3.05 -0.16
C 2.09 -3.83 -1.21
C 3.32 -4.48 -1.06
C 4.08 -4.30 0.09
C 3.59 -3.47 1.11
C 2.33 -2.91 1.04
H 1.71 2.53 2.15
H 1.18 4.11 4.03
H -0.79 5.61 3.86
H -2.40 5.37 1.95
H -1.89 3.76 0.13
H -0.15 2.35 -2.99
H -2.05 2.11 -4.57
H -4.30 1.47 -3.71
H -4.61 0.90 -1.31
H -2.77 1.26 0.36
H 2.51 0.23 -0.30
H 4.73 0.61 -1.40
H 5.11 2.64 -2.78
H 3.29 4.31 -3.04
H 1.10 3.98 -1.90
H 1.52 -3.92 -2.13
H 3.67 -5.11 -1.86
H 5.03 -4.82 0.21
H 4.21 -3.28 1.98
H 1.87 -2.34 1.86
H -2.60 -1.55 0.89
H -4.15 -2.90 1.88
H -4.10 -5.43 1.63
H -2.21 -6.53 0.39
H -0.35 -5.10 -0.54
H -2.54 -2.46 -1.86
H -2.98 -1.79 -4.23
H -1.15 -1.10 -5.68
H 1.26 -1.04 -4.72
H 1.60 -1.38 -2.37
H -0.38 1.06 -4.99
H 0.38 1.06 -4.87
O -0.32 0.13 2.65
N -0.17 0.48 3.96
C -1.25 1.06 4.53
C -1.10 1.79 5.68
C 0.20 2.00 6.18
C 1.30 1.34 5.60
C 1.07 0.52 4.50
H -2.15 1.02 3.91
H -1.98 2.30 6.09
H 0.35 2.75 6.97
H 2.31 1.51 5.99
H 1.91 0.06 3.97
*
```

Its expectation value of S² is 3.75. The HOMO-LUMO gap (alpha / beta) comes out at 4.722 / 7.588 eV. The total energy is -94744.5236 eV. The largest force on an atom comes out at 3.1 eV/A.

***

Record 12
The following is a quantum chemistry calculation of a structure of composition C4H8O3 at a distorted geometry, from the OMol25 dataset.

Structure (ORCA input):
```
! wB97M-V def2-TZVPD RIJCOSX def2/J DEFGRID3
* xyz 0 1
C -0.37 -0.42 -0.98
C 1.05 1.32 0.12
C 0.83 -0.03 -0.14
C -0.66 -1.91 -0.84
O -1.51 0.36 -0.69
O -0.18 0.98 1.83
O 0.18 -2.77 -0.79
H -1.50 0.58 0.26
H -0.32 1.28 2.74
H -0.16 -0.27 -2.05
H -1.75 -2.15 -0.79
H 1.97 1.65 0.58
H 0.37 2.09 -0.21
H 0.36 0.00 1.15
H 1.68 -0.71 -0.18
*
```

The energy relative to the best compared isomer or geometry (same formula, charge and spin) is 106.1 kcal/mol. The HOMO-LUMO gap comes out at 9.576 eV. The total energy is -10416.4033 eV. The largest force on an atom comes out at 1.4 eV/A.

***

Which of these has the lowest largest force on an atom?
C5H10O